Here is an isolated molecule of C13H26FO5PS in a non-equilibrium geometry from OMol25. Energies are from ωB97M-V/def2-TZVPD.

Geometry (Å):
C 5.28 -1.50 -0.60
C 4.03 -0.92 -1.38
C 3.74 0.48 -0.77
O 2.71 1.23 -1.42
C 1.47 0.61 -1.35
C 0.89 0.43 0.09
O 1.40 -0.72 0.78
C -0.69 0.36 0.16
P -1.21 1.73 1.36
C -3.05 1.68 1.73
C -0.43 1.16 3.00
C -0.87 -0.32 3.39
C -1.39 0.41 -1.24
C -2.93 0.18 -1.22
C -3.40 -1.03 -0.37
C -3.28 -2.34 -1.21
F -4.78 -0.82 -0.15
O -1.15 1.75 -1.77
S 0.36 1.65 -2.44
O 0.92 3.02 -2.56
O 0.29 1.05 -3.80
H 6.23 -1.38 -1.16
H 5.38 -0.90 0.34
H 5.14 -2.55 -0.30
H 3.20 -1.63 -1.19
H 4.32 -0.88 -2.45
H 4.67 1.09 -0.87
H 3.56 0.41 0.33
H 1.45 -0.40 -1.83
H 1.22 1.33 0.67
H 1.72 -0.45 1.64
H -0.94 -0.61 0.63
H -3.45 0.65 1.88
H -3.21 2.29 2.65
H -3.64 2.18 0.94
H -0.85 1.81 3.79
H 0.67 1.28 2.99
H -0.83 -0.37 4.49
H -1.91 -0.48 3.06
H -0.19 -1.09 2.98
H -0.96 -0.31 -1.97
H -3.22 -0.04 -2.27
H -3.48 1.10 -0.94
H -2.95 -1.10 0.63
H -2.66 -2.18 -2.12
H -4.29 -2.65 -1.56
H -2.89 -3.17 -0.59

Output
* Kohn-Sham gap: 8.77 eV
* 2S+1: 1
* total charge: 0
* highest occupied orbital energy: -8.472 eV